# 1
78
Properties=species:S:1:pos:R:3:lowdin_spin:R:1 method="wB97M-V/def2-TZVPD" s2=0.7545 mol_weight_g_mol=829.8 orbital_gap_ev="5.98 / 4.36" spin_multiplicity=2 e_lumo_ev="-9.3 / -10.9" total_charge=+3
Ir 1.61 -0.32 -0.18 0.0009
C 1.60 -1.48 4.02 0.0000
C 1.45 -1.54 2.63 0.0001
N 1.58 -0.47 1.86 0.0001
C 1.91 0.71 2.44 0.0000
C 2.08 0.87 3.82 0.0000
C 1.91 -0.28 4.61 0.0000
C 2.42 2.17 4.32 0.0000
C 2.58 3.22 3.49 0.0000
C 2.42 3.08 2.07 0.0000
C 2.56 4.12 1.13 0.0002
C 2.38 3.85 -0.21 0.0000
C 2.07 2.56 -0.63 0.0003
N 1.95 1.57 0.24 0.0003
C 2.10 1.81 1.57 0.0000
H 1.49 -2.38 4.60 0.0000
H 1.23 -2.48 2.13 0.0000
H 2.04 -0.22 5.69 0.0000
H 2.55 2.29 5.39 0.0000
H 2.83 4.20 3.88 0.0000
H 2.80 5.12 1.46 0.0000
H 2.48 4.63 -0.95 0.0000
H 1.97 2.30 -1.68 0.0000
Br 8.33 -2.58 -4.86 0.0000
C 6.84 -2.05 -3.87 -0.0001
C 6.75 -2.42 -2.53 0.0001
C 5.65 -2.02 -1.79 -0.0001
C 4.65 -1.25 -2.40 0.0001
C 4.75 -0.89 -3.76 -0.0001
C 5.85 -1.29 -4.49 0.0001
C 3.51 -0.84 -1.65 0.0001
O 2.57 -0.07 -2.05 0.0002
O 3.31 -1.25 -0.40 0.0020
H 7.53 -3.00 -2.08 0.0000
H 5.58 -2.29 -0.75 0.0000
H 3.97 -0.31 -4.22 0.0000
H 5.94 -1.02 -5.53 0.0000
O -0.61 -0.52 -0.32 0.0306
P -2.06 -0.15 -0.17 0.0152
N -2.64 -0.16 1.32 -0.0023
C -4.07 0.06 1.71 0.0007
C -4.12 -0.46 3.14 0.0002
C -2.73 -0.14 3.68 0.0001
C -1.80 -0.46 2.52 0.0004
N -2.51 1.06 -1.11 0.0154
C -3.83 1.76 -1.05 0.0012
C -3.81 2.67 -2.28 0.0004
C -2.33 2.96 -2.51 0.0007
C -1.64 1.64 -2.17 0.0024
N -2.85 -1.59 -0.93 0.6367
C -3.40 -2.73 -0.23 0.0827
C -3.21 -3.89 -1.21 0.0141
C -3.42 -3.21 -2.57 0.0009
C -2.81 -1.82 -2.37 0.0751
H -4.74 -0.47 1.04 0.0004
H -4.31 1.12 1.67 -0.0001
H -4.30 -1.54 3.15 0.0000
H -4.92 0.01 3.71 0.0000
H -2.48 -0.72 4.57 0.0001
H -2.66 0.92 3.94 0.0000
H -1.53 -1.52 2.52 0.0001
H -0.90 0.14 2.51 0.0000
H -3.91 2.34 -0.13 0.0002
H -4.65 1.04 -1.08 0.0002
H -4.39 3.58 -2.09 0.0001
H -4.25 2.17 -3.14 0.0000
H -1.98 3.76 -1.86 0.0000
H -2.13 3.24 -3.54 0.0001
H -0.63 1.78 -1.78 0.0003
H -1.60 0.98 -3.03 0.0006
H -4.47 -2.52 -0.10 0.0459
H -2.96 -2.82 0.76 0.0116
H -3.91 -4.69 -1.03 -0.0001
H -2.20 -4.29 -1.12 0.0003
H -4.48 -3.12 -2.80 0.0004
H -2.94 -3.74 -3.39 -0.0004
H -3.33 -1.00 -2.87 0.0267
H -1.76 -1.74 -2.68 0.0350

=====

# 2
97
Properties=species:S:1:pos:R:3:lowdin_charge:R:1 method="wB97M-V/def2-TZVPD" e_above_lowest_kj_mol=267.3 mol_weight_g_mol=1163.9 orbital_gap_ev=5.88 spin_multiplicity=1 e_lumo_ev=3.2 total_charge=-2
Cs 0.29 -2.65 -0.51 0.9301
Cl 4.69 5.30 6.51 0.6302
C 3.50 4.22 5.93 -0.7501
C 3.70 3.31 4.87 -0.6740
Cl 5.23 3.30 4.01 0.6255
C 2.73 2.35 4.50 -0.5894
Cl 2.99 1.26 3.15 0.6937
C 1.49 2.25 5.12 -0.5226
O 0.62 1.43 4.77 -0.1192
C 1.31 3.13 6.30 -0.6436
Cl -0.17 3.11 7.10 0.6942
C 2.23 4.15 6.60 -0.7267
Cl 1.89 5.20 7.90 0.6413
C 3.14 -5.27 -1.35 -0.0551
C 3.83 -4.76 -2.59 -0.6860
O 5.19 -4.69 -2.20 -0.0155
P 7.01 -1.20 -3.06 0.5783
O 5.69 -1.97 -3.26 -0.6122
O 3.73 -5.82 -3.50 -0.0122
O 8.06 -2.04 -2.45 -0.5427
P 2.96 -3.33 -3.33 0.4202
O 3.33 -2.14 -2.38 -0.1978
O 1.55 -3.69 -3.39 -0.2980
O 3.61 -2.82 -4.70 -0.1444
H 3.57 -6.25 -1.00 0.1051
H 2.04 -5.45 -1.59 0.0920
H 3.25 -4.49 -0.53 0.1012
H 5.67 -3.92 -2.60 0.0692
H 4.53 -2.39 -4.63 0.0774
H 4.51 -5.72 -4.05 0.0983
H 4.20 -1.68 -2.60 0.0451
F -5.54 0.17 -1.48 0.0830
C -5.45 -1.03 -2.13 -0.5806
F -6.42 -0.96 -3.08 0.0684
F -5.90 -2.02 -1.31 0.1124
C -4.16 -1.32 -2.81 -0.1410
C -4.25 -1.90 -4.14 0.0076
C -3.02 -2.31 -4.71 -0.0818
C -1.85 -2.26 -3.95 -0.1276
N -1.81 -1.62 -2.76 -0.0260
C -2.92 -1.16 -2.18 -0.6836
S -2.77 -0.52 -0.50 0.5846
H -5.24 -2.13 -4.53 0.1105
H -3.05 -2.73 -5.74 0.1003
H -0.93 -2.64 -4.29 0.0825
C -1.70 7.82 -1.14 -0.1070
C -0.98 6.58 -1.69 -0.3392
S -1.96 5.17 -1.56 0.6262
O -2.45 4.98 -0.21 -0.3056
O -2.93 5.36 -2.61 -0.3088
C -0.75 3.90 -1.83 -0.1944
C -1.35 2.47 -1.68 -0.1449
N -0.22 1.58 -1.63 0.0363
C 0.40 1.23 -0.48 -0.3354
N 1.45 0.48 -0.77 0.0992
C 1.50 0.29 -2.10 -0.0803
C 0.49 1.01 -2.66 -0.1709
N 0.20 1.15 -4.01 -0.3450
O -0.46 2.09 -4.38 0.0755
O 0.71 0.37 -4.78 0.0952
C -0.03 1.75 0.85 0.0044
H -1.16 8.78 -1.38 0.0915
H -1.88 7.71 -0.09 0.0635
H -2.68 7.82 -1.62 0.0697
H -0.01 6.42 -1.19 0.1076
H -0.76 6.62 -2.75 0.1021
H -0.01 4.05 -1.05 0.1088
H -0.41 3.97 -2.84 0.0925
H -2.04 2.22 -2.45 0.1253
H -1.87 2.37 -0.76 0.0798
H 2.23 -0.34 -2.61 0.1081
H -0.16 2.83 0.96 0.0937
H 0.67 1.42 1.62 0.0505
H -1.00 1.40 1.11 0.0360
C -1.28 -0.92 4.92 0.0244
N -0.34 -0.84 3.73 -0.1557
C 0.82 -1.79 3.89 -0.0100
C -1.02 -0.94 2.42 -0.1955
C -1.86 -2.15 2.33 -0.3960
C -3.24 -1.95 2.36 -0.1460
C -4.11 -2.99 2.03 -0.1123
C -3.55 -4.28 1.84 -0.1154
C -2.18 -4.46 2.04 -0.2016
C -1.27 -3.40 2.08 -0.2182
H -0.74 -0.39 5.70 0.0852
H -1.58 -1.92 5.09 0.0800
H -2.25 -0.36 4.63 0.1310
H 0.11 0.05 3.87 0.0668
H 0.39 -2.77 3.72 0.0546
H 1.40 -1.68 4.85 0.1206
H 1.53 -1.60 3.10 0.0768
H -0.30 -1.07 1.65 0.0249
H -1.63 -0.05 2.27 0.1020
H -3.67 -0.96 2.45 0.0906
H -5.12 -2.74 1.69 0.0934
H -4.20 -5.08 1.53 0.0708
H -1.83 -5.52 2.09 0.0739

=====

# 3
76
Properties=species:S:1:pos:R:3:lowdin_spin:R:1 method="wB97M-V/def2-TZVPD" s2=0.7686 e_above_lowest_kj_mol=10.8 mol_weight_g_mol=597.7 orbital_gap_ev="6.31 / 6.50" spin_multiplicity=2 e_lumo_ev="-2.9 / -2.9" total_charge=+1
Co -0.39 0.11 -0.52 0.9874
C 1.78 2.50 0.99 0.0030
N 0.48 2.02 0.54 0.0246
C -0.41 2.93 0.35 0.0024
C -1.66 2.64 -0.28 0.0000
C -2.78 3.45 -0.52 -0.0005
C -3.64 2.67 -1.30 -0.0004
C -2.99 1.45 -1.51 0.0002
N -1.81 1.42 -0.88 -0.0031
C 2.03 2.49 2.48 0.0001
C 1.31 1.70 3.37 0.0002
C 1.61 1.69 4.73 0.0001
C 2.64 2.47 5.22 0.0000
C 3.37 3.27 4.34 0.0001
C 3.07 3.27 2.99 0.0001
H 1.97 3.52 0.62 0.0007
H 2.54 1.88 0.51 0.0002
H -0.22 3.97 0.63 0.0007
H -2.92 4.46 -0.19 0.0000
H -4.60 2.96 -1.70 0.0001
H -3.33 0.60 -2.08 0.0000
H 0.49 1.10 3.00 0.0001
H 1.03 1.08 5.40 0.0000
H 2.87 2.47 6.27 0.0000
H 4.17 3.89 4.71 0.0000
H 3.64 3.90 2.32 0.0000
C -2.28 -3.57 -3.74 0.0025
N -0.94 -3.45 -3.19 0.0072
C 0.19 -4.03 -3.73 -0.0005
C 1.24 -3.62 -3.00 0.0030
N 0.76 -2.77 -2.00 0.0022
C -0.62 -2.69 -2.12 0.0087
S -1.79 -1.90 -1.21 0.0259
C 1.65 -2.09 -1.12 0.0024
C 3.02 -2.23 -1.33 0.0009
C 3.89 -1.67 -0.41 0.0003
C 3.39 -0.99 0.69 0.0006
C 2.03 -0.83 0.76 -0.0001
N 1.16 -1.35 -0.12 0.0008
H -2.27 -4.38 -4.47 0.0001
H -2.57 -2.64 -4.21 0.0003
H -2.98 -3.80 -2.94 0.0014
H 0.15 -4.69 -4.58 -0.0001
H 2.27 -3.91 -3.08 0.0003
H 3.42 -2.71 -2.20 0.0002
H 4.96 -1.77 -0.57 0.0000
H 4.03 -0.55 1.44 0.0001
H 1.59 -0.22 1.54 -0.0001
N -3.26 -1.66 3.03 0.0000
C -1.79 -1.72 3.35 0.0000
C -1.02 -1.37 2.09 -0.0003
N -1.41 -0.11 1.47 -0.0014
C -2.86 0.05 1.32 0.0002
C -3.64 -0.27 2.59 0.0001
H -3.82 -1.97 3.82 0.0000
H -3.45 -2.31 2.26 0.0000
H -1.56 -2.71 3.72 0.0000
H -1.64 -0.99 4.15 0.0000
H -1.16 -2.16 1.34 -0.0001
H 0.04 -1.35 2.33 0.0000
H -1.03 0.70 1.96 -0.0001
H -3.21 -0.61 0.52 -0.0001
H -3.09 1.06 1.01 0.0001
H -4.71 -0.26 2.43 0.0000
H -3.39 0.39 3.42 0.0000
C 1.64 0.83 -4.74 -0.0001
C 0.30 0.49 -4.66 -0.0016
C -0.30 0.28 -3.43 -0.0059
C 0.41 0.39 -2.22 -0.0515
C 1.76 0.74 -2.34 -0.0075
C 2.37 0.96 -3.57 -0.0020
H 2.11 1.00 -5.70 0.0000
H -0.29 0.40 -5.57 -0.0003
H -1.36 0.04 -3.40 -0.0006
H 2.36 0.85 -1.45 -0.0005
H 3.42 1.23 -3.61 -0.0003

=====

# 4
75
Properties=species:S:1:pos:R:3:lowdin_charge:R:1 method="wB97M-V/def2-TZVPD" e_above_lowest_kj_mol=0.0 mol_weight_g_mol=620.2 orbital_gap_ev=6.02 spin_multiplicity=1 e_lumo_ev=2.3 total_charge=-1
Rb 0.44 0.92 -1.93 0.8672
C 0.95 4.49 -1.99 -0.1108
C 0.01 4.42 -0.97 -0.1151
C -1.33 4.18 -1.27 -0.0978
C -1.73 4.02 -2.59 -0.0893
C -0.79 4.12 -3.62 -0.1042
C 0.54 4.35 -3.32 -0.1042
H 2.00 4.61 -1.76 0.1047
H 0.34 4.46 0.06 0.0915
H -2.04 4.05 -0.47 0.1005
H -2.76 3.79 -2.82 0.1067
H -1.10 3.97 -4.64 0.0906
H 1.27 4.39 -4.11 0.1029
C 2.35 -4.40 2.00 -0.0488
C 1.28 -3.32 2.16 -0.5500
C 0.54 -3.52 3.49 -0.0475
C 1.97 -1.96 2.20 -0.0577
C 0.28 -3.43 1.01 -0.1714
C -0.47 -4.61 0.82 -0.0493
C -1.36 -4.76 -0.23 -0.0838
C -1.53 -3.70 -1.12 -0.4780
S -2.50 -3.53 -2.56 1.0622
C -1.86 -1.89 -2.79 -0.4963
N -1.03 -1.54 -1.87 0.0161
C -0.82 -2.53 -0.93 -0.3042
C 0.09 -2.39 0.12 0.0423
C -2.27 -1.02 -3.94 -0.3013
C -3.15 -1.58 -4.87 -0.1121
C -3.58 -0.84 -5.96 -0.1321
C -3.09 0.46 -6.10 -0.1324
C -2.21 0.98 -5.15 -0.1844
C -1.74 0.29 -4.02 -0.1367
H 3.06 -4.36 2.84 0.0802
H 2.91 -4.25 1.07 0.0932
H 1.93 -5.41 1.98 0.0736
H 1.24 -3.43 4.33 0.0818
H 0.06 -4.50 3.56 0.0747
H -0.24 -2.77 3.62 0.0756
H 2.70 -1.96 3.02 0.0869
H 1.27 -1.14 2.39 0.0666
H 2.49 -1.71 1.28 0.0718
H -0.34 -5.44 1.51 0.1006
H -1.91 -5.69 -0.34 0.1001
H 0.65 -1.46 0.20 0.0956
H -3.53 -2.60 -4.75 0.0632
H -4.26 -1.26 -6.68 0.0833
H -3.40 1.07 -6.95 0.0817
H -1.87 2.00 -5.33 0.0433
F 3.22 1.66 -1.22 -0.2717
C 3.10 0.30 -0.64 -0.2630
F 2.61 -0.43 -1.82 -0.3529
H 4.16 0.00 -0.68 0.0173
C 2.37 2.70 3.37 -0.1684
C 2.67 2.38 1.92 -0.2028
N 1.42 2.34 1.19 0.0579
C 0.28 1.72 1.70 -0.3877
N -0.68 1.46 0.89 0.0350
C -1.89 0.89 1.44 -0.2327
C -1.59 -0.06 2.59 -0.1700
C -0.80 0.68 3.65 -0.1669
N 0.26 1.50 3.07 -0.0388
C 1.43 1.65 3.91 -0.1784
H 1.90 3.69 3.44 0.1167
H 3.29 2.71 3.96 0.1119
H 3.19 1.42 1.83 0.1039
H 3.30 3.14 1.46 0.1186
H 1.55 2.08 0.22 0.0342
H -2.42 0.37 0.65 0.1079
H -2.56 1.69 1.79 0.1125
H -1.01 -0.90 2.20 0.0877
H -2.51 -0.46 3.03 0.1149
H -0.34 -0.03 4.34 0.1112
H -1.47 1.31 4.25 0.1193
H 1.97 0.69 3.99 0.1161
H 1.09 1.90 4.91 0.1187

=====

# 5
74
Properties=species:S:1:pos:R:3:lowdin_spin:R:1 method="wB97M-V/def2-TZVPD" s2=3.9335 e_above_lowest_kj_mol=38.6 mol_weight_g_mol=871.1 orbital_gap_ev="6.04 / 6.73" spin_multiplicity=4 e_lumo_ev="0.3 / -0.2"
Re 1.11 0.10 1.05 2.5166
N 2.00 2.27 -1.83 0.0143
C 2.58 2.49 -0.64 0.0477
S 3.66 1.37 0.02 0.0794
N 2.38 3.66 0.01 0.0155
C 1.63 4.79 -0.38 0.0003
C 1.14 5.61 0.64 0.0030
C 0.39 6.73 0.34 -0.0003
C 0.13 7.06 -0.99 0.0034
C 0.67 6.29 -2.00 -0.0003
C 1.42 5.16 -1.71 0.0030
H 1.97 1.29 -2.07 0.0069
H 1.13 2.75 -2.00 0.0013
H 2.72 3.65 0.95 0.0003
H 1.37 5.38 1.67 0.0002
H 0.02 7.36 1.13 -0.0001
H -0.48 7.93 -1.23 0.0002
H 0.51 6.57 -3.03 -0.0001
H 1.89 4.61 -2.51 0.0001
C 0.37 3.01 3.99 0.0041
O 0.93 2.10 3.05 -0.0330
C 0.16 1.51 2.06 -0.1588
C -1.23 2.06 1.89 -0.0314
H 1.20 3.51 4.48 0.0010
H -0.23 2.48 4.74 -0.0018
H -0.27 3.75 3.51 0.0002
H -1.84 1.84 2.78 -0.0082
H -1.68 1.59 1.03 0.0017
H -1.22 3.15 1.74 -0.0077
C 3.87 -2.25 2.09 0.0323
Te 2.95 -0.48 2.89 0.1124
C 2.07 -1.55 4.54 0.0318
H 4.59 -2.62 2.81 0.0008
H 4.38 -1.96 1.17 0.0005
H 3.11 -3.00 1.88 0.0008
H 1.29 -2.22 4.19 0.0017
H 1.64 -0.81 5.22 0.0002
H 2.85 -2.10 5.06 0.0013
C 0.08 0.00 -0.64 0.1853
Ge -0.82 -1.69 -1.02 0.0631
C -2.23 -2.04 0.32 0.0145
C -2.26 -3.20 1.09 0.0042
C -3.24 -3.39 2.06 0.0001
C -4.21 -2.42 2.26 0.0011
C -4.19 -1.26 1.50 0.0000
C -3.20 -1.07 0.55 0.0038
C -1.65 -1.61 -2.81 0.0063
C -3.02 -1.76 -3.01 0.0015
C -3.57 -1.66 -4.28 0.0003
C -2.75 -1.42 -5.38 0.0006
C -1.38 -1.28 -5.19 0.0003
C -0.84 -1.37 -3.92 0.0017
C 0.35 -3.28 -1.05 0.0064
C -0.19 -4.52 -1.41 0.0005
C 0.60 -5.65 -1.45 0.0005
C 1.95 -5.57 -1.14 0.0006
C 2.51 -4.35 -0.79 0.0013
C 1.71 -3.21 -0.75 0.0152
H -0.25 0.73 -1.38 0.0343
H -1.50 -3.96 0.94 0.0000
H -3.24 -4.30 2.65 0.0000
H -4.97 -2.56 3.02 0.0001
H -4.95 -0.50 1.66 0.0000
H -3.18 -0.15 -0.03 0.0010
H -3.66 -1.95 -2.16 0.0002
H -4.63 -1.77 -4.42 0.0000
H -3.17 -1.35 -6.37 0.0000
H -0.73 -1.10 -6.05 0.0000
H 0.24 -1.27 -3.78 0.0011
H -1.24 -4.58 -1.66 0.0002
H 0.17 -6.61 -1.72 0.0000
H 2.57 -6.46 -1.17 0.0001
H 3.56 -4.28 -0.56 0.0003
H 2.14 -2.25 -0.50 0.0161

=====

# 6
73
Properties=species:S:1:pos:R:3:lowdin_charge:R:1 method="wB97M-V/def2-TZVPD" e_above_lowest_kj_mol=0.0 mol_weight_g_mol=500.6 orbital_gap_ev=3.71 spin_multiplicity=1 e_lumo_ev=-2.0
C -6.42 0.27 0.71 -0.1633
C -6.45 -1.05 1.45 -0.1589
N -5.22 -1.78 1.27 -0.0645
C -5.31 -3.20 1.51 -0.1570
C -4.14 -3.94 0.91 -0.1630
C -2.84 -3.38 1.46 -0.1477
C -2.81 -1.88 1.41 -0.1327
C -4.01 -1.14 1.25 -0.0738
C -3.93 0.28 1.14 -0.1259
C -2.69 0.89 1.08 0.0605
C -1.47 0.16 1.24 -0.1740
C -0.21 0.80 1.06 0.0994
C 1.05 0.16 0.97 -0.1744
C 2.27 0.90 1.14 0.0534
C 3.51 0.28 1.17 -0.1300
C 3.59 -1.14 1.10 -0.0761
N 4.80 -1.78 1.10 -0.0673
C 6.03 -1.04 0.92 -0.1574
C 5.99 0.28 1.66 -0.1659
C 4.76 1.09 1.26 -0.1414
C 4.90 -3.20 0.87 -0.1561
C 3.73 -3.94 1.47 -0.1649
C 2.43 -3.38 0.92 -0.1472
C 2.40 -1.89 0.92 -0.1322
C 1.20 -1.23 0.70 0.0298
C -1.61 -1.22 1.58 0.0266
C -5.19 1.09 1.08 -0.1389
H -6.41 0.07 -0.37 0.1259
H -7.33 0.83 0.94 0.1176
H -6.61 -0.86 2.53 0.1381
H -7.27 -1.68 1.10 0.1246
H -5.34 -3.39 2.60 0.1381
H -6.26 -3.56 1.09 0.1257
H -4.22 -5.01 1.14 0.1180
H -4.16 -3.83 -0.18 0.1278
H -2.70 -3.71 2.50 0.1289
H -2.00 -3.78 0.88 0.1212
H -2.64 1.96 0.89 0.1379
H -0.22 1.89 0.98 0.1335
H 2.21 1.98 1.27 0.1368
H 6.85 -1.67 1.28 0.1244
H 6.20 -0.86 -0.15 0.1419
H 5.96 0.09 2.74 0.1216
H 6.90 0.84 1.43 0.1179
H 4.96 1.57 0.28 0.1342
H 4.62 1.91 1.97 0.1229
H 4.93 -3.40 -0.22 0.1411
H 5.85 -3.55 1.29 0.1250
H 3.81 -5.01 1.24 0.1179
H 3.74 -3.82 2.56 0.1242
H 2.28 -3.74 -0.11 0.1323
H 1.58 -3.77 1.50 0.1199
H 0.35 -1.81 0.33 0.1256
H -0.76 -1.78 1.96 0.1209
H -5.06 1.90 0.36 0.1283
H -5.37 1.56 2.06 0.1293
C 0.06 5.45 -4.38 0.0044
C 1.08 4.52 -3.73 -0.5703
C 2.32 5.30 -3.28 -0.0001
O 0.54 3.91 -2.55 0.0188
C -0.38 2.88 -2.72 -0.5494
O -1.10 2.62 -1.78 -0.0089
C -0.32 2.22 -3.97 0.0045
C 0.68 2.47 -4.94 -0.5358
O 0.90 1.84 -5.95 0.0269
O 1.54 3.53 -4.65 0.0293
H -0.83 4.93 -4.73 0.0908
H -0.23 6.22 -3.66 0.0879
H 0.53 5.95 -5.24 0.0900
H 3.03 4.60 -2.84 0.0863
H 2.78 5.78 -4.15 0.0871
H 2.03 6.05 -2.54 0.0846
H -0.93 1.33 -4.10 0.0951

=====

Number 1: electronic energy -4721.25328 Eh. Number 2: electronic energy -6479.48356 Eh. Number 3: electronic energy -3366.90852 Eh. Number 4: electronic energy -2043.92050 Eh. Number 5: electronic energy -4208.83143 Eh. Number 6: electronic energy -1613.33568 Eh.